Entry 1:
Formula: C23H39N2O2PtS2Si
Source: OMol25
Level of theory: the ωB97M-V functional and the def2-TZVPD basis

Results
LUMO (spin up / spin down): -2.7 / -6.1 eV
expectation value of S²: 6.04
highest occupied orbital energy (spin up / spin down): -9.21 / -11.33 eV

Geometry as ORCA input:
```
! wB97M-V def2-TZVPD RIJCOSX def2/J DEFGRID3
* xyz 1 5
Pt 0.25 -0.53 0.63
O 4.34 0.32 1.58
C 3.32 -0.36 1.70
O 2.38 -0.25 0.78
C 3.19 -1.43 2.77
C 4.36 -1.68 3.58
C 4.33 -2.59 4.61
C 3.10 -3.17 4.92
C 2.01 -3.03 4.12
C 2.01 -2.18 2.94
S 0.64 -2.57 1.89
H 5.24 -1.08 3.28
H 5.24 -2.80 5.15
H 2.95 -3.71 5.81
H 1.07 -3.56 4.26
S -1.98 -0.88 1.19
C -2.55 -2.45 0.56
N -1.85 -3.10 -0.36
C -2.38 -4.32 -0.97
C -3.22 -5.20 -0.01
C -4.22 -4.30 0.73
N -3.65 -3.06 1.17
H -0.88 -2.78 -0.45
H -1.43 -4.86 -1.21
H -2.90 -4.06 -1.93
H -2.52 -5.68 0.73
H -3.67 -5.99 -0.62
H -4.59 -4.83 1.66
H -5.13 -4.07 0.21
H -4.25 -2.45 1.73
C -1.70 2.57 -2.91
C -1.32 1.28 -2.15
C -2.68 0.78 -1.55
C -1.00 0.31 -3.33
Si 0.11 1.41 -0.87
C -0.29 2.84 0.49
C -0.09 4.22 -0.16
C 0.57 2.77 1.83
C -1.81 2.67 0.90
C 1.81 1.91 -1.77
C 1.67 3.02 -2.84
C 2.92 2.42 -0.79
C 2.38 0.65 -2.45
H -2.60 2.39 -3.53
H -0.91 3.00 -3.52
H -2.09 3.34 -2.23
H -3.30 0.24 -2.28
H -3.26 1.65 -1.23
H -2.45 0.09 -0.68
H -1.91 0.06 -3.95
H -0.63 -0.70 -3.03
H -0.27 0.78 -4.00
H 0.93 4.31 -0.62
H -0.28 5.00 0.59
H -0.75 4.38 -1.02
H 0.20 3.61 2.48
H 1.60 2.96 1.57
H 0.49 1.84 2.36
H -2.49 2.92 0.14
H -2.02 3.39 1.70
H -2.19 1.74 1.35
H 1.46 4.01 -2.47
H 0.89 2.82 -3.56
H 2.54 3.08 -3.54
H 2.63 3.33 -0.23
H 3.80 2.75 -1.40
H 3.16 1.73 0.00
H 1.73 0.27 -3.21
H 2.59 -0.07 -1.69
H 3.36 0.86 -2.90
*
```

=====

Entry 2:
Formula: C23H39N2O3OsP3
Source: OMol25
Level of theory: the ωB97M-V functional and the def2-TZVPD basis

Results
relative energy (zero: lowest compared OMol25 entry of this formula, charge and spin): 38.8 kcal/mol
LUMO (spin up / spin down): -12.2 / -14.8 eV
expectation value of S²: 6.02
highest occupied orbital energy (spin up / spin down): -18.49 / -18.49 eV

Geometry as ORCA input:
```
! wB97M-V def2-TZVPD RIJCOSX def2/J DEFGRID3
* xyz 4 5
P 3.93 -1.15 -0.21
C 4.22 -0.72 1.56
H 5.28 -0.83 1.86
H 3.59 -1.38 2.18
H 3.89 0.31 1.71
C 5.37 -2.22 -0.66
H 5.38 -2.32 -1.76
H 5.18 -3.22 -0.24
H 6.33 -1.83 -0.30
C 4.44 0.49 -0.91
H 5.54 0.61 -0.93
H 3.99 1.28 -0.29
H 4.03 0.58 -1.93
P -1.22 3.80 -1.30
C -1.24 4.22 0.46
H -1.63 5.24 0.58
H -0.22 4.17 0.86
H -1.86 3.50 1.00
C -0.49 5.28 -2.06
H -0.74 5.34 -3.12
H 0.61 5.22 -1.96
H -0.85 6.17 -1.53
C -2.97 3.78 -1.77
H -3.43 4.76 -1.58
H -3.48 3.01 -1.18
H -3.06 3.54 -2.84
P -3.19 -1.86 0.18
C -3.52 -2.29 1.89
H -4.29 -3.08 1.92
H -3.89 -1.41 2.43
H -2.60 -2.66 2.39
C -4.73 -1.88 -0.73
H -5.51 -2.40 -0.15
H -4.61 -2.39 -1.70
H -5.07 -0.84 -0.92
C -1.98 -2.97 -0.53
H -2.44 -3.61 -1.30
H -1.55 -3.63 0.24
H -1.16 -2.41 -0.99
Os -0.01 1.27 -2.09
C 0.50 1.75 -0.38
O 0.94 2.04 0.69
C -2.56 -0.13 0.13
O -2.43 0.96 0.56
C -1.43 0.90 -3.53
C -1.03 -0.29 -2.91
C 0.33 -0.60 -2.79
C 1.29 0.27 -3.29
C 0.90 1.46 -3.91
C -0.46 1.78 -4.02
H -2.48 1.17 -3.58
H -1.78 -0.95 -2.50
H 0.63 -1.50 -2.27
H 2.34 0.06 -3.12
H 1.64 2.18 -4.23
H -0.76 2.73 -4.44
N 0.75 -2.56 6.05
C 0.85 -3.16 4.83
O 1.09 -4.36 4.70
C 0.60 -2.26 3.65
C 0.92 -2.74 2.37
C 0.72 -1.90 1.26
N 0.16 -0.69 1.35
C -0.13 -0.23 2.57
C 0.05 -0.98 3.74
H 1.00 -3.12 6.85
H 0.77 -1.56 6.17
H 1.32 -3.74 2.22
H 1.02 -2.24 0.26
H -0.54 0.78 2.63
H -0.27 -0.54 4.69
*
```

=====

Entry 3:
Formula: C23H40BN8SSn
Source: OMol25
Level of theory: the ωB97M-V functional and the def2-TZVPD basis

Results
LUMO: -1.7 eV
highest occupied orbital energy: -10.88 eV

Geometry as ORCA input:
```
! wB97M-V def2-TZVPD RIJCOSX def2/J DEFGRID3
* xyz 1 1
Sn 0.01 -0.35 0.37
C 3.78 -2.83 -1.08
C 3.65 -1.40 -0.54
C 3.13 -1.40 0.89
C 2.83 -0.55 -1.48
C 3.25 -0.11 -2.74
C 2.23 0.70 -3.21
N 1.26 0.73 -2.29
N 1.62 -0.04 -1.22
B -0.01 1.60 -2.29
N -1.26 0.70 -2.27
C -2.20 0.57 -3.21
C -3.20 -0.26 -2.74
C -2.80 -0.61 -1.44
N -1.62 -0.04 -1.17
C -3.60 -1.44 -0.47
C -2.91 -1.61 0.89
C -4.99 -0.81 -0.28
N -0.01 2.50 -1.04
C -0.05 3.84 -1.00
C -0.06 4.24 0.32
C -0.02 3.05 1.06
N 0.01 2.00 0.23
C 0.01 2.95 2.56
C -0.26 1.55 3.09
C 1.35 3.48 3.09
H 4.46 -3.41 -0.45
H 4.17 -2.84 -2.10
H 2.80 -3.33 -1.09
H 4.64 -0.96 -0.54
H 2.17 -1.92 0.94
H 3.01 -0.39 1.28
H 3.82 -1.93 1.54
H 4.19 -0.33 -3.23
H 2.14 1.26 -4.13
H -0.03 2.28 -3.28
H -2.10 1.09 -4.16
H -4.11 -0.55 -3.25
H -3.73 -2.42 -0.92
H -2.74 -0.64 1.36
H -1.97 -2.14 0.79
H -3.55 -2.19 1.56
H -4.90 0.17 0.20
H -5.60 -1.46 0.36
H -5.51 -0.68 -1.23
H -0.08 4.42 -1.91
H -0.09 5.25 0.70
H -0.77 3.61 2.93
H 0.56 0.87 2.85
H -1.19 1.13 2.69
H -0.35 1.57 4.18
H 2.18 2.87 2.71
H 1.37 3.45 4.18
H 1.53 4.51 2.78
C -0.82 -6.83 -1.34
N -0.12 -5.57 -1.60
C 0.06 -5.28 -3.02
C -0.03 -4.59 -0.67
S -0.06 -2.95 -1.13
N 0.08 -4.99 0.62
C 0.82 -6.20 1.00
C -0.14 -4.07 1.72
H -1.67 -6.91 -2.02
H -1.21 -6.85 -0.32
H -0.17 -7.69 -1.49
H 0.23 -6.22 -3.53
H 0.92 -4.63 -3.17
H -0.82 -4.79 -3.45
H 1.28 -6.66 0.14
H 0.17 -6.93 1.50
H 1.61 -5.92 1.70
H -0.84 -3.29 1.44
H 0.80 -3.60 2.04
H -0.55 -4.62 2.57
*
```

=====

DFT total energy in a.u., matching the order above: -2364.579729, -2348.077239, -1975.737857